[1]
DFT (the ωB97M-V functional and the def2-TZVPD basis) results for C10H10O3 as an isolated structure at a distorted geometry.

Geometry (Å):
C -3.188 1.011 -2.209
C -1.693 0.659 -2.114
C -1.052 0.384 -0.851
C 0.372 -0.069 -0.919
C 1.046 -0.312 0.375
C 1.572 0.730 1.285
C 2.164 0.513 2.472
C 2.043 -0.869 3.012
C 1.496 -1.886 2.288
C 1.010 -1.591 1.060
H -3.018 1.111 -4.179
H -1.159 1.058 0.038
H -1.529 -0.611 -0.278
H 0.453 -0.796 -1.534
H 1.343 0.814 -1.166
H 1.303 2.052 0.985
H 2.572 1.254 2.862
H 2.759 -0.754 3.792
H 1.453 -2.976 2.692
H 0.491 -2.493 0.475
O -3.549 1.197 -3.502
O -3.838 1.035 -1.347
O -1.051 0.538 -3.238

Properties
Total energy: -16668.4765 eV
M: 178.19 g/mol
Orbital gap: 8.56 eV

[2]
DFT (the ωB97M-V functional and the def2-TZVPD basis) results for one molecule with the formula C10H10O3 at a distorted geometry.

Geometry (Å):
C -3.602 1.411 1.621
C -3.121 0.398 1.122
C -2.411 -0.827 0.422
C -1.352 -0.177 -0.580
C -0.006 0.064 -0.318
C 0.825 -0.233 0.999
C 2.168 -0.967 0.556
C 3.313 0.019 0.027
C 0.430 0.751 -1.668
O 1.371 1.443 -1.963
O -0.559 0.492 -2.666
C -1.799 0.307 -2.008
O -2.907 0.512 -2.432
H -3.785 2.512 1.767
H -1.899 -1.505 1.173
H -3.130 -1.473 -0.157
H 0.213 -0.906 1.685
H 1.041 0.745 1.546
H 1.941 -1.688 -0.292
H 2.535 -1.570 1.438
H 3.279 0.008 -1.099
H 3.128 1.050 0.471
H 4.327 -0.365 0.354

Properties
Total energy: -16671.0775 eV
M: 178.19 g/mol
SMILES: C#CCC1=C(CCC)C(=O)OC1=O
Orbital gap: 9.58 eV

[3]
DFT (the ωB97M-V functional and the def2-TZVPD basis) results for one molecule with the formula C10H10O4 at a distorted geometry.

Geometry (Å):
C 2.465 -2.113 -0.471
C 1.513 -2.439 0.453
C 2.013 -1.022 -1.115
C 0.541 -1.455 0.418
C -0.640 1.144 0.669
C -1.183 1.642 -0.302
C -1.451 -0.150 1.271
C -0.604 -1.211 1.233
C 0.333 1.762 1.663
C -1.506 1.832 -2.709
O -2.621 0.031 1.696
O 0.834 -0.695 -0.650
O -0.811 -2.118 2.316
O -1.956 1.725 -1.287
H 3.296 -2.682 -0.701
H 1.471 -3.313 1.093
H 2.334 -0.433 -1.972
H 0.293 1.131 2.518
H 0.139 2.863 1.717
H 1.297 1.844 1.089
H -0.765 1.033 -3.057
H -0.909 2.679 -2.948
H -2.347 1.911 -3.383
H -1.734 -1.964 2.459

Properties
Total energy: -18714.8952 eV
M: 194.19 g/mol
Orbital gap (alpha / beta): 5.71 / 5.71 eV

[4]
DFT (the ωB97M-V functional and the def2-TZVPD basis) results for one molecule with the formula C10H11BO2 at a distorted geometry.

Geometry (Å):
B 0.694 0.286 2.072
C -1.255 0.989 -3.026
C -1.040 2.187 -2.281
C -1.058 -0.251 -2.418
C -0.573 2.210 -1.024
C -0.160 -1.528 -0.677
C 0.056 1.146 0.855
C -0.455 -0.344 -1.078
C -0.245 0.975 -0.417
C 0.303 -1.989 0.689
C 1.400 -1.183 1.465
O 1.558 0.957 3.050
O -0.433 -0.157 2.785
H -1.780 1.123 -3.937
H -1.464 3.117 -2.723
H -0.982 -1.162 -3.062
H -0.274 3.164 -0.555
H -0.347 -2.357 -1.446
H -0.657 -1.996 1.279
H 0.666 -3.008 0.558
H 2.355 -1.084 0.948
H 1.551 -1.844 2.297
H 2.541 0.737 2.918
H -0.402 0.014 3.729

Properties
Spin multiplicity: 3
Total energy: -15315.6263 eV
M: 174.01 g/mol
Orbital gap (alpha / beta): 6.79 / 5.68 eV

[5]
DFT (the ωB97M-V functional and the def2-TZVPD basis) results for C10H11Cl2F3N4O3S2Tm as an isolated structure at a distorted geometry.

Geometry (Å):
Tm 0.624 -0.753 0.557
C -0.274 2.320 -2.756
C -0.350 1.408 -1.580
N 0.704 0.995 -0.965
N 1.874 1.549 -1.419
C 2.990 1.018 -0.961
N 4.107 1.654 -1.355
S 3.214 -0.399 0.025
C -1.656 0.933 -1.056
C -2.858 1.425 -1.523
C -4.044 0.919 -1.008
C -3.998 -0.077 -0.051
C -2.758 -0.514 0.371
N -1.617 -0.013 -0.103
H 0.593 2.061 -3.357
H -0.127 3.354 -2.431
H -1.173 2.266 -3.365
H 4.027 2.442 -1.976
H 5.010 1.279 -1.132
H -2.873 2.200 -2.273
H -4.994 1.298 -1.361
H -4.896 -0.514 0.363
H -2.668 -1.299 1.111
Cl -0.584 -0.362 3.130
C 0.631 0.787 3.732
Cl 1.560 1.364 2.336
H 1.293 0.255 4.400
H 0.124 1.611 4.215
F 1.261 -4.286 2.651
C 1.653 -3.553 1.641
F 2.811 -3.940 1.183
F 1.803 -2.231 2.109
S 0.329 -3.422 0.372
O -0.080 -4.704 -0.044
O -0.611 -2.569 1.135
O 0.952 -2.500 -0.616

Properties
Spin multiplicity: 3
Total energy: -107046.7808 eV
M: 596.19 g/mol
Total charge: +1
Orbital gap (alpha / beta): 7.44 / 7.45 eV

[6]
DFT (the ωB97M-V functional and the def2-TZVPD basis) results for an isolated ion of composition C10H11ClF2NO and charge +1 at a distorted geometry.

Geometry (Å):
C -3.607 -0.283 -0.822
C -2.279 0.205 -1.393
O -2.073 0.620 -2.520
C -1.119 0.133 -0.378
C -1.424 0.416 0.956
C -0.407 0.467 1.873
C 0.939 0.244 1.397
C 2.169 0.384 2.524
F 2.800 -0.845 2.612
F 1.707 0.783 3.714
Cl 3.274 1.651 1.861
N 1.163 -0.150 0.124
C 2.491 -0.410 -0.285
C 0.230 -0.103 -0.759
C 0.519 -0.376 -2.175
H -3.444 -1.279 -0.430
H -4.403 -0.356 -1.720
H -3.919 0.323 -0.026
H -2.386 0.645 1.309
H -0.570 0.832 2.927
H 2.959 0.616 -0.577
H 3.122 -1.021 0.436
H 2.653 -1.023 -1.202
H 0.362 -1.451 -2.278
H -0.286 0.016 -2.741
H 1.531 -0.037 -2.429

Properties
Total energy: -32035.1973 eV
M: 234.65 g/mol
Total charge: +1
SMILES: CC(=O)c1ccc(C(F)(F)Cl)[n+](C)c1C
Orbital gap: 9.07 eV

[7]
DFT (the ωB97M-V functional and the def2-TZVPD basis) results for C10H11F19SSb as an isolated structure at a distorted geometry.

Geometry (Å):
F -3.767 0.672 -1.571
C -4.040 1.315 -0.354
C -2.788 1.672 0.393
Sb -1.390 2.960 -0.762
F -0.127 4.227 -1.678
C -0.560 1.375 -2.030
C -0.798 -0.113 -1.715
C 0.418 -0.908 -1.267
F 1.128 -1.363 -2.359
F 1.310 -0.224 -0.509
C 0.038 -2.195 -0.473
F -0.519 -1.842 0.714
F -0.908 -2.842 -1.227
C 1.093 -3.346 -0.245
F 1.522 -3.690 -1.491
F 0.439 -4.406 0.298
C 2.451 -3.231 0.548
F 3.200 -2.285 -0.066
F 3.027 -4.453 0.372
S 2.451 -2.870 2.430
F 3.961 -2.395 2.340
F 2.937 -4.338 2.808
F 0.949 -3.370 2.543
F 1.948 -1.433 2.097
F 2.432 -2.510 3.966
C 0.169 2.738 0.884
F -0.137 3.726 1.828
F 0.018 1.544 1.551
C 1.657 2.963 0.588
F 2.456 2.209 1.420
F 1.988 2.608 -0.681
H -4.678 0.631 0.214
H -4.628 2.210 -0.568
H -2.302 0.790 0.806
H -3.078 2.290 1.243
H -1.933 4.358 0.125
H -2.581 3.301 -2.003
H 0.496 1.547 -2.223
H -1.053 1.577 -2.979
H -1.056 -0.614 -2.649
H -1.647 -0.297 -1.066
H 1.903 4.011 0.749

Properties
Total energy: -79551.2298 eV
M: 645.99 g/mol
Total charge: -1
Orbital gap: 7.06 eV

[8]
DFT (the ωB97M-V functional and the def2-TZVPD basis) results for one molecule with the formula C10H11IO2 at a distorted geometry.

Geometry (Å):
C 1.449 -2.332 -1.409
C 1.177 -1.337 -0.525
O 0.686 -1.436 0.679
C 0.352 -2.670 1.277
C 1.534 0.104 -0.934
I 3.363 0.544 0.052
C 0.400 0.960 -0.471
C -0.621 1.134 -1.332
C -1.788 1.814 -0.991
C -1.938 2.241 0.345
O -3.112 2.853 0.618
C -0.898 1.956 1.266
C 0.267 1.313 0.871
H 1.220 -3.395 -1.062
H 1.874 -2.069 -2.323
H -0.355 -2.317 1.940
H 1.209 -3.172 1.826
H -0.195 -3.377 0.661
H 1.735 0.071 -1.953
H -0.572 0.868 -2.402
H -2.546 1.598 -1.706
H -3.264 3.154 1.569
H -0.968 2.287 2.290
H 0.992 1.208 1.716

Properties
Total energy: -22741.9052 eV
M: 290.10 g/mol
SMILES: C=C(OC)[C@H](I)c1ccc(O)cc1
Orbital gap: 8.97 eV

[9]
DFT (the ωB97M-V functional and the def2-TZVPD basis) results for one molecule with the formula C10H11IO2S at a distorted geometry.

Geometry (Å):
C 1.472 -0.630 1.983
C 1.828 -0.065 0.829
I 2.831 -1.019 -0.792
C 1.112 1.519 0.361
C 1.529 2.686 1.287
S -0.739 1.358 0.544
O -1.364 2.510 -0.033
O -0.979 1.149 1.897
C -1.147 -0.150 -0.318
C -1.045 -1.460 0.172
C -1.211 -2.558 -0.693
C -1.525 -2.373 -2.089
C -1.583 -1.104 -2.573
C -1.444 0.011 -1.691
H 1.973 -1.626 2.204
H 0.672 -0.394 2.697
H 1.433 1.640 -0.687
H 0.618 3.350 1.151
H 1.498 2.339 2.301
H 2.487 3.042 0.930
H -0.552 -1.571 1.077
H -1.232 -3.503 -0.215
H -1.482 -3.220 -2.713
H -1.597 -0.915 -3.567
H -1.552 0.983 -2.060

Properties
Total energy: -33576.0514 eV
M: 322.17 g/mol
SMILES: C=C(I)[C@H](C)S(=O)(=O)c1ccccc1
Orbital gap: 9.49 eV

[10]
DFT (the ωB97M-V functional and the def2-TZVPD basis) results for C10H11MoNS as an isolated structure at a distorted geometry.

Geometry (Å):
Mo 0.008 -0.082 -0.179
C 0.535 -0.402 -2.154
H 1.631 -0.500 -2.145
H 0.106 -1.329 -2.556
H 0.279 0.439 -2.808
H -1.005 1.073 -0.945
H -1.615 0.390 -0.571
S 3.093 2.148 2.160
C 3.526 2.347 0.499
C 2.591 1.795 -0.368
C 1.476 1.246 0.330
C 1.614 1.320 1.718
C 0.680 0.710 2.615
C 0.678 0.807 4.017
C -0.347 0.206 4.726
C -1.344 -0.489 4.035
C -1.288 -0.603 2.649
N -0.264 -0.034 1.952
H 4.455 2.848 0.242
H 2.626 1.742 -1.453
H 1.475 1.365 4.490
H -0.380 0.282 5.814
H -2.174 -0.953 4.574
H -2.031 -1.122 2.053

Properties
Spin multiplicity: 3
Total energy: -24706.7802 eV
M: 273.21 g/mol
Total charge: +2
Orbital gap (alpha / beta): 7.22 / 5.56 eV

[11]
DFT (the ωB97M-V functional and the def2-TZVPD basis) results for one molecule with the formula C10H11N at a distorted geometry.

Geometry (Å):
N -3.289 -0.792 0.039
C -2.042 -0.020 0.408
C -1.615 1.493 -0.042
C -0.372 1.731 -0.296
C 0.740 0.797 -0.231
C 1.973 1.266 -0.112
C 2.940 0.434 0.107
C 2.881 -1.049 0.080
C 1.638 -1.498 -0.299
C 0.477 -0.595 -0.385
C -0.927 -1.131 -0.186
H -4.312 -0.202 0.058
H -3.003 -1.212 -1.007
H -1.488 -0.099 1.409
H -2.164 2.640 0.028
H -0.238 2.825 -0.534
H 2.364 2.238 0.164
H 3.928 0.975 0.608
H 3.770 -1.632 0.682
H 1.481 -2.621 -0.240
H -1.538 -1.711 -1.140
H -1.207 -1.837 0.889

Properties
Total energy: -12031.6095 eV
M: 145.21 g/mol
SMILES: N[C@@H]1C=Cc2ccccc2C1
Orbital gap: 8.92 eV

[12]
DFT (the ωB97M-V functional and the def2-TZVPD basis) results for an isolated ion of composition C10H11N2O2 and charge -1 at a distorted geometry.

Geometry (Å):
C 0.636 -1.182 1.234
C 1.845 -1.264 0.482
C -2.257 2.444 1.274
C -1.891 2.445 -0.045
C 3.142 -1.302 -1.683
C -1.545 1.211 1.909
C -0.532 -0.964 -0.951
C 0.706 -0.471 -1.645
C -0.586 -0.699 0.589
C 1.866 -0.997 -0.897
N -0.941 1.539 -0.365
N -0.672 0.815 0.717
O 4.092 -1.627 -0.979
O 3.011 -1.184 -2.907
H 0.446 -1.747 2.201
H 2.776 -1.422 0.948
H -2.940 2.974 1.874
H -2.344 3.273 -0.744
H -0.929 1.568 2.675
H -2.177 0.439 2.276
H -1.365 -0.658 -1.634
H -0.489 -2.037 -0.980
H 0.746 -0.723 -2.704
H 0.841 0.687 -1.608
H -1.439 -1.118 0.964

Properties
Total energy: -17620.4255 eV
M: 191.21 g/mol
Total charge: -1
Orbital gap (alpha / beta): 6.20 / 7.33 eV

[13]
DFT (the ωB97M-V functional and the def2-TZVPD basis) results for a 2-piece molecular cluster, C10H11N2S2 overall at a distorted geometry.

Geometry (Å):
C 0.320 -2.509 -0.574
C 3.941 0.772 0.412
C 3.486 0.930 -0.890
C 3.105 0.078 1.278
C 2.395 0.228 -1.339
C 2.047 -0.628 0.728
C -1.193 -0.024 -0.107
C -4.014 1.110 0.924
C -4.201 0.139 -0.204
C 0.482 -1.201 -1.018
N 0.028 -3.539 -0.209
N 1.642 -0.569 -0.499
S -0.465 0.962 0.880
S -2.572 -0.733 -0.752
H 4.845 1.326 0.741
H 4.254 1.370 -1.540
H 3.331 0.083 2.384
H 1.834 0.561 -2.195
H 1.588 -1.508 1.157
H -4.955 1.479 1.243
H -3.502 0.502 1.788
H -3.372 1.938 0.678
H -4.557 0.635 -1.103
H -4.784 -0.650 0.240
H 0.317 -0.752 -2.022

Properties
Total energy: -35188.4776 eV
M: 223.35 g/mol
Total charge: +1
Orbital gap (alpha / beta): 7.44 / 7.44 eV

[14]
DFT (the ωB97M-V functional and the def2-TZVPD basis) results for one molecule with the formula C10H11NO2 at a distorted geometry.

Geometry (Å):
C 3.693 -1.278 -0.252
C 2.795 -0.279 -0.269
C 1.322 -0.472 -0.495
O 0.637 -0.520 0.731
C -0.694 -0.248 0.434
C -1.470 -1.380 0.647
C -2.803 -1.397 0.178
C -3.279 -0.168 -0.270
C -2.610 1.036 -0.181
C -1.172 0.906 -0.026
C -0.258 2.025 -0.448
N 0.848 2.483 -0.005
O 1.311 1.957 1.199
H 4.734 -1.162 0.172
H 3.418 -2.299 -0.595
H 3.033 0.577 0.292
H 0.870 0.232 -1.249
H 1.421 -1.438 -1.021
H -1.147 -2.219 1.306
H -3.319 -2.329 0.476
H -4.377 -0.059 -0.644
H -3.042 2.159 -0.037
H -0.793 2.871 -1.078
H 0.882 1.001 1.135

Properties
Total energy: -16127.6994 eV
M: 177.20 g/mol
SMILES: C=CCOc1ccccc1/C=N\O
Orbital gap: 9.16 eV

[15]
DFT (the ωB97M-V functional and the def2-TZVPD basis) results for a 2-piece molecular cluster, C10H11NO3S overall at a distorted geometry.

Geometry (Å):
C -0.057 1.129 -3.355
C 1.016 0.291 -2.988
C -0.904 1.638 -2.380
C 1.254 -0.127 -1.675
C -0.682 1.251 -1.111
C 0.321 0.341 -0.770
C -0.649 0.832 1.218
C -1.492 1.377 0.124
C 1.018 -2.231 0.989
C 1.349 -0.705 1.144
N 0.246 0.090 0.599
O -0.006 -0.061 4.001
O -1.734 -1.382 2.815
O -2.197 0.972 3.723
S -1.314 -0.098 3.379
H -0.321 1.399 -4.317
H 1.621 0.043 -3.845
H -1.799 2.321 -2.476
H 1.933 -0.831 -1.378
H -2.027 2.249 0.500
H -2.294 0.614 0.217
H 0.312 -2.473 1.704
H 0.540 -2.521 0.080
H 1.938 -2.922 1.027
H 2.303 -0.573 0.577
H 1.623 -0.624 2.199

Properties
Total energy: -29013.2084 eV
M: 225.27 g/mol
Orbital gap: 9.26 eV

[16]
DFT (the ωB97M-V functional and the def2-TZVPD basis) results for one molecule with the formula C10H11NO3S at a distorted geometry.

Geometry (Å):
C -3.930 -0.083 -1.048
C -3.145 -0.441 -2.137
C -3.527 0.867 -0.108
C -1.831 0.117 -2.207
C -2.273 1.451 -0.240
C -1.420 1.114 -1.292
C 0.212 0.003 1.137
C 1.182 -1.702 -1.016
C 1.507 -1.767 0.272
C 2.821 -2.327 0.884
N 0.853 0.905 0.327
O -0.744 0.354 1.793
O 1.051 0.940 -2.172
O 0.703 -1.248 1.231
S 0.262 1.667 -1.219
H -4.949 -0.595 -0.836
H -3.321 -1.355 -2.811
H -4.269 1.294 0.695
H -1.166 -0.030 -3.156
H -1.901 2.065 0.467
H 1.789 -2.185 -1.755
H 0.218 -1.395 -1.308
H 1.900 0.586 0.049
H 3.431 -2.754 0.188
H 2.468 -3.134 1.669
H 3.510 -1.582 1.509

Properties
Total energy: -29012.9094 eV
M: 225.27 g/mol
Orbital gap: 9.60 eV

[17]
DFT (the ωB97M-V functional and the def2-TZVPD basis) results for one molecule with the formula C10H11NO4S2 at a distorted geometry.

Geometry (Å):
C 1.093 2.818 -1.035
C 0.732 1.390 -0.684
S -0.885 1.364 0.190
C -1.531 -0.191 -0.400
O -0.854 -0.925 -1.085
C -2.892 -0.425 0.009
C -3.667 0.283 0.897
C -4.956 -0.253 1.034
C -5.150 -1.353 0.252
S -3.765 -1.770 -0.660
C 1.767 0.751 0.239
O 2.497 1.398 0.958
N 1.754 -0.597 0.209
C 2.718 -1.359 0.953
C 3.955 -1.729 0.145
O 4.819 -2.466 0.531
O 3.979 -1.133 -1.048
H 1.312 3.376 -0.130
H 1.979 2.821 -1.666
H 0.278 3.300 -1.568
H 0.584 0.776 -1.579
H -3.309 1.148 1.424
H -5.709 0.159 1.682
H -6.040 -1.942 0.157
H 1.155 -1.080 -0.450
H 3.063 -0.734 1.784
H 2.275 -2.272 1.360
H 4.798 -1.355 -1.521

Properties
Total energy: -41900.1631 eV
M: 273.33 g/mol
SMILES: C[C@H](SC(=O)c1cccs1)C(=O)NCC(=O)O
Orbital gap: 8.89 eV